{
  "formula": "C41H42CaN2OPS",
  "method": "wB97M-V/def2-TZVPD",
  "symbols": ["Ca", "C", "C", "C", "C", "C", "C", "C", "C", "C", "C", "H", "H", "H", "H", "H", "H", "H", "H", "H", "H", "H", "H", "H", "H", "H", "O", "N", "C", "C", "C", "C", "C", "C", "C", "P", "C", "C", "C", "C", "C", "C", "C", "C", "C", "C", "C", "C", "H", "H", "H", "H", "H", "H", "H", "H", "H", "H", "H", "H", "H", "H", "H", "H", "N", "S", "C", "C", "C", "C", "C", "C", "C", "C", "C", "C", "C", "C", "H", "H", "H", "H", "H", "H", "H", "H", "H", "H", "H"],
  "positions_angstrom": [[0.0048, -0.0136, 0.7028], [0.7125, -1.2995, 2.9204], [-0.4320, -2.1035, 2.8155], [-1.5707, -1.2691, 2.9212], [-1.1288, 0.0482, 3.1104], [0.2987, 0.0500, 3.0890], [1.1735, 1.1021, 3.7043], [-1.9965, 1.2531, 3.3131], [-2.9849, -1.7544, 2.9562], [-0.4353, -3.5960, 2.7926], [2.1346, -1.7747, 2.9943], [2.2159, 1.0063, 3.3910], [1.1825, 1.0348, 4.7951], [0.8641, 2.1205, 3.4602], [-1.4224, 2.1001, 3.6895], [-2.7877, 1.0611, 4.0421], [-2.5119, 1.5954, 2.4051], [-3.5005, -1.6907, 1.9935], [-3.5778, -1.1848, 3.6722], [-3.0251, -2.7963, 3.2697], [-1.3488, -4.0084, 2.3670], [-0.3610, -4.0081, 3.8020], [0.4073, -3.9927, 2.2263], [2.8286, -1.0888, 2.4974], [2.2656, -2.7507, 2.5308], [2.4817, -1.8681, 4.0269], [-0.9002, 2.7936, -0.4970], [-1.0620, 1.5471, -1.1023], [-1.1867, 1.5535, -2.3688], [-1.5587, 0.4648, -3.2833], [-1.8688, 0.9385, -4.5628], [-2.3426, 0.0941, -5.5534], [-2.5250, -1.2475, -5.2708], [-2.2196, -1.7320, -4.0075], [-1.7267, -0.9032, -3.0056], [-1.4004, -1.6124, -1.3766], [-0.7821, -3.2761, -1.6724], [-0.8770, -4.1710, -0.6143], [-0.2908, -5.4201, -0.7026], [0.4039, -5.7814, -1.8497], [0.5085, -4.8880, -2.9038], [-0.0813, -3.6361, -2.8187], [-3.1111, -1.8252, -0.7837], [-3.8202, -3.0135, -0.9121], [-5.1605, -3.0663, -0.5680], [-5.8118, -1.9271, -0.1175], [-5.1126, -0.7349, 0.0012], [-3.7675, -0.6882, -0.3241], [-1.0064, 3.4989, -1.1641], [-1.0976, 2.5199, -2.8767], [-1.7442, 1.9914, -4.7777], [-2.5730, 0.4875, -6.5317], [-2.9074, -1.9201, -6.0246], [-2.3650, -2.7837, -3.7904], [-1.4055, -3.8890, 0.2807], [-0.3758, -6.1070, 0.1253], [0.8601, -6.7563, -1.9194], [1.0507, -5.1644, -3.7965], [0.0103, -2.9478, -3.6523], [-3.3265, -3.9079, -1.2737], [-5.6997, -3.9983, -0.6600], [-6.8587, -1.9689, 0.1435], [-5.6045, 0.1542, 0.3679], [-3.2405, 0.2531, -0.2255], [1.8476, 1.3616, 0.4296], [2.4531, 2.3979, -0.6210], [2.1815, 4.0694, -0.0404], [1.3133, 4.3119, 1.0081], [1.0845, 5.6244, 1.4062], [1.7114, 6.6701, 0.7520], [2.5726, 6.4144, -0.3073], [2.8108, 5.1130, -0.7111], [4.2210, 2.3423, -0.5292], [4.8936, 1.7701, -1.5944], [6.2760, 1.6584, -1.5365], [6.9594, 2.1087, -0.4211], [6.2751, 2.6782, 0.6459], [4.8989, 2.8001, 0.5962], [2.3080, 1.4817, 1.3295], [0.8141, 3.4898, 1.5002], [0.4113, 5.8213, 2.2269], [1.5297, 7.6875, 1.0643], [3.0618, 7.2321, -0.8153], [3.4928, 4.9148, -1.5251], [4.3498, 1.4201, -2.4585], [6.8135, 1.2203, -2.3633], [8.0347, 2.0205, -0.3793], [6.8159, 3.0301, 1.5111], [4.3603, 3.2590, 1.4129]],
  "mulliken_charge": [1.81, -0.01, 1.50, 1.34, -0.35, 0.82, -1.65, -1.68, -1.67, -2.14, -1.77, 0.33, 0.32, 0.38, 0.38, 0.45, 0.16, 0.12, 0.45, 0.40, 0.47, 0.38, 0.38, 0.25, 0.42, 0.31, -0.33, 0.32, -0.40, 0.27, -1.09, -0.88, -0.80, -0.30, 0.42, 0.94, 0.42, -1.09, -0.69, -0.69, -0.75, -0.57, 1.42, -0.39, -0.73, -0.65, -0.52, -0.54, 0.29, 0.31, 0.39, 0.42, 0.46, 0.52, 0.49, 0.48, 0.41, 0.43, 0.49, 0.45, 0.44, 0.40, 0.45, 0.19, -0.50, 0.20, 0.31, -0.13, -0.76, -0.55, -0.60, -0.56, 0.38, -0.28, -0.64, -0.42, -0.76, -0.30, -0.17, 0.57, 0.47, 0.41, 0.42, 0.46, 0.42, 0.40, 0.41, 0.41, 0.43],
  "homo_energy_ev": -9.2,
  "de_lowest_kcal_mol": 0.0,
  "gap_ev": 6.320,
  "e_lumo_ev": -2.86,
  "total_charge": 1,
  "multiplicity": 1
}

{
  "formula": "CH8N2O",
  "method": "wB97M-V/def2-TZVPD",
  "symbols": ["N", "C", "N", "H", "H", "H", "H", "H", "H", "H", "H", "O"],
  "positions_angstrom": [[-0.4334, 0.0892, -1.5751], [0.8132, 0.8389, -1.6545], [1.4092, 1.4090, -0.4262], [-1.1100, 0.3195, -2.2409], [-0.7910, 0.1961, -0.6111], [1.6353, 0.3749, -2.1114], [0.5234, 1.7059, -2.2735], [2.1321, 0.7789, -0.1771], [1.7363, 2.3325, -0.7155], [-1.8386, -3.4401, 4.0377], [-1.6919, -1.9560, 3.8257], [-2.3845, -2.6488, 3.9217]],
  "mulliken_charge": [-0.58, -0.27, -0.62, 0.24, 0.23, 0.27, 0.24, 0.25, 0.24, 0.32, 0.32, -0.64],
  "homo_energy_ev": -9.1,
  "de_lowest_kcal_mol": 19.8,
  "gap_ev": 10.006,
  "e_lumo_ev": 0.93,
  "smiles": "NCN.O",
  "multiplicity": 1
}

{
  "formula": "C15H13N3O3PtS3",
  "method": "wB97M-V/def2-TZVPD",
  "symbols": ["Pt", "O", "C", "C", "C", "C", "C", "C", "C", "O", "N", "N", "C", "S", "C", "C", "S", "H", "H", "H", "H", "H", "H", "H", "H", "H", "O", "N", "C", "C", "C", "C", "C", "S", "H", "H", "H", "H"],
  "positions_angstrom": [[0.3059, -0.3182, 0.4962], [2.6703, -3.7776, -3.1323], [1.4097, -4.2039, -3.0435], [1.0886, -5.3505, -3.7783], [-0.1850, -5.8626, -3.7473], [-1.1929, -5.2537, -2.9827], [-0.8966, -4.1312, -2.2597], [0.4024, -3.5746, -2.2684], [0.6409, -2.3908, -1.4898], [-0.3142, -1.8582, -0.8000], [1.8728, -1.8392, -1.4664], [1.9504, -0.7829, -0.7134], [3.2236, -0.1123, -0.6704], [4.5235, -0.6760, -1.6579], [5.5634, 0.7321, -1.1856], [4.6804, 1.9705, -1.1947], [3.1776, 1.5696, -0.2507], [2.7914, -2.9847, -2.5753], [1.8719, -5.8119, -4.3628], [-0.4114, -6.7501, -4.3232], [-2.1902, -5.6686, -2.9672], [-1.6528, -3.6404, -1.6637], [6.3687, 0.8128, -1.9137], [5.9828, 0.5505, -0.1970], [4.3921, 2.2346, -2.2114], [5.1677, 2.8197, -0.7197], [-0.2408, 0.2925, 2.4847], [-1.3437, 1.0292, 2.4892], [-2.0867, 1.0308, 3.6053], [-3.2161, 1.8164, 3.6868], [-3.5839, 2.6134, 2.6093], [-2.8072, 2.5980, 1.4682], [-1.6782, 1.7855, 1.4018], [-0.6700, 1.6877, 0.0017], [-1.7124, 0.3929, 4.3915], [-3.7926, 1.7990, 4.5999], [-4.4659, 3.2352, 2.6616], [-3.0545, 3.1950, 0.6019]],
  "mulliken_charge": [1.21, -0.62, 0.46, -0.69, -0.30, -0.70, -0.64, 0.43, 0.88, -0.99, -0.32, -0.27, 0.12, -0.08, -0.59, -0.58, -0.15, 0.58, 0.44, 0.39, 0.43, 0.38, 0.38, 0.33, 0.31, 0.37, -0.75, 0.43, -0.19, -0.65, -0.19, -0.59, 0.72, -0.24, 0.45, 0.41, 0.43, 0.39],
  "homo_energy_ev": [-8.6, -11.0],
  "de_lowest_kcal_mol": 13.6,
  "gap_ev": [4.927, 4.045],
  "e_lumo_ev": [-3.69, -6.93],
  "total_charge": 1,
  "multiplicity": 6
}

{
  "formula": "C21H29Cl3CrN2O8Si",
  "method": "wB97M-V/def2-TZVPD",
  "symbols": ["Cr", "C", "C", "O", "C", "C", "O", "C", "C", "O", "C", "C", "O", "H", "H", "H", "H", "H", "H", "H", "H", "H", "H", "H", "H", "H", "H", "H", "H", "O", "C", "O", "C", "C", "C", "C", "O", "C", "O", "C", "C", "H", "H", "H", "H", "H", "Cl", "Si", "Cl", "Cl", "C", "C", "C", "C", "N", "N", "C", "H", "H", "H", "H", "H", "H", "H", "H"],
  "positions_angstrom": [[1.0363, -0.1663, 0.6089], [2.0574, 1.3841, -2.0020], [1.3568, 2.5162, -1.2864], [1.7758, 2.6233, 0.0596], [3.0526, 3.2209, 0.2250], [3.9045, 2.3724, 1.1405], [3.8458, 1.0438, 0.6516], [4.6122, 0.1060, 1.3792], [3.9088, -1.2664, 1.3428], [2.8761, -1.3373, 0.3460], [3.4130, -1.2879, -0.9824], [2.2616, -1.0100, -1.9186], [1.5479, 0.1508, -1.4898], [3.1382, 1.4349, -1.8459], [1.8495, 1.4334, -3.0766], [0.2854, 2.3163, -1.2509], [1.5124, 3.4545, -1.8300], [2.9269, 4.2152, 0.6648], [3.5517, 3.3409, -0.7420], [3.5438, 2.4114, 2.1693], [4.9345, 2.7519, 1.1135], [4.6972, 0.4164, 2.4221], [5.6201, 0.0440, 0.9528], [3.4300, -1.4973, 2.2907], [4.6392, -2.0509, 1.1267], [3.9040, -2.2376, -1.2144], [4.1449, -0.4818, -1.0485], [1.5452, -1.8285, -1.9078], [2.6187, -0.8821, -2.9443], [-1.2979, -0.7937, 1.8871], [-1.5330, 0.2277, 1.2444], [-0.6219, 0.8714, 0.5781], [-2.9149, 0.7977, 1.1953], [-3.1971, 1.9565, 0.4880], [-4.4909, 2.4891, 0.4493], [-5.4548, 1.8089, 1.1498], [-6.7831, 2.1141, 1.2641], [-7.3293, 1.1524, 2.1727], [-6.3213, 0.1819, 2.4445], [-5.1738, 0.6551, 1.8574], [-3.9173, 0.1191, 1.9059], [-2.3886, 2.4565, -0.0272], [-4.7245, 3.3911, -0.0985], [-8.1841, 0.6641, 1.7052], [-7.6135, 1.6565, 3.0998], [-3.6788, -0.7782, 2.4578], [1.3036, -1.8193, 4.0149], [1.1080, 0.0807, 3.0893], [2.7428, 1.1063, 4.0446], [-0.4544, 0.9952, 4.1305], [-0.6049, -5.1488, -2.2477], [-0.8375, -3.6891, -2.0481], [-1.4362, -2.7332, -2.8345], [-1.3430, -1.5257, -2.1019], [-0.7077, -1.7160, -0.9591], [-0.3985, -3.0340, -0.9514], [-1.9178, -0.1941, -2.4545], [-1.4012, -5.5808, -2.8506], [-0.5804, -5.6826, -1.2972], [0.3400, -5.3346, -2.7610], [-1.9103, -2.8860, -3.7898], [-0.0391, -3.4396, -0.1024], [-1.9058, -0.0388, -3.5336], [-1.3702, 0.6061, -1.9599], [-2.9532, -0.1261, -2.1152]],
  "mulliken_charge": [1.56, -0.59, -0.61, -0.14, -0.74, -0.50, -0.03, -0.76, -0.57, -0.16, -0.64, -0.64, 0.35, 0.35, 0.41, -0.13, 0.51, 0.39, 0.38, 0.25, 0.36, 0.52, 0.32, 0.14, 0.32, 0.51, 0.34, -0.10, 0.43, -0.81, 0.18, -0.45, 0.21, -0.30, -1.22, 1.00, -0.51, -0.24, -0.51, 0.98, -1.04, 0.42, 0.44, 0.24, 0.26, 0.54, -0.39, 0.35, -0.46, -0.34, -1.30, 0.68, -1.40, 0.74, 0.39, -0.34, -0.86, 0.36, 0.36, 0.25, 0.46, 0.18, 0.39, -0.08, 0.30],
  "homo_energy_ev": [-7.5, -7.7],
  "gap_ev": [7.585, 7.798],
  "e_lumo_ev": [0.10, 0.10],
  "multiplicity": 5
}

{
  "formula": "C5H7N3",
  "method": "wB97M-V/def2-TZVPD",
  "symbols": ["C", "C", "C", "C", "C", "H", "H", "H", "H", "H", "H", "H", "N", "N", "N"],
  "positions_angstrom": [[-1.2124, -0.6245, -1.0123], [-1.0681, -0.2377, 0.4889], [0.4419, -0.2707, 1.0673], [0.1165, 1.7177, -0.1224], [1.4084, 0.0784, 0.0618], [-1.8375, 0.3273, -1.7431], [0.1178, -0.9193, -1.5331], [-1.7006, -1.6572, -0.7337], [-1.9776, -0.6177, 1.0874], [0.9019, -0.5809, 2.0878], [-0.7634, 2.5547, -0.2315], [2.4397, -1.3705, 0.3294], [-0.4581, 0.8376, 1.0024], [1.2262, 1.3584, -0.5395], [2.3652, -0.5955, -0.2093]],
  "mulliken_charge": [-0.79, 0.01, 0.09, 0.26, 0.02, 0.24, 0.26, 0.30, 0.35, 0.26, 0.29, 0.24, -0.42, -0.49, -0.62],
  "homo_energy_ev": -9.3,
  "de_lowest_kcal_mol": 159.4,
  "gap_ev": 9.958,
  "e_lumo_ev": 0.65,
  "multiplicity": 1
}

{
  "formula": "C22H17N3O4S2",
  "method": "wB97M-V/def2-TZVPD",
  "symbols": ["O", "O", "O", "O", "N", "S", "C", "C", "C", "C", "C", "C", "C", "C", "C", "C", "C", "C", "C", "C", "C", "C", "C", "N", "N", "C", "C", "C", "C", "C", "S", "H", "H", "H", "H", "H", "H", "H", "H", "H", "H", "H", "H", "H", "H", "H", "H", "H"],
  "positions_angstrom": [[2.9372, 0.4138, 2.4936], [6.2255, 1.3923, -0.3258], [-2.4127, -4.8846, 4.5575], [-4.2300, -3.1729, 4.1686], [-1.5522, -0.5854, 3.5593], [-3.6320, -0.0826, 5.0619], [3.3903, 0.8350, 1.4285], [5.1011, 1.0579, 0.0975], [-2.1620, -0.9285, 4.6464], [-3.4067, 0.8294, 3.5854], [-2.2264, 0.4383, 2.9900], [-2.6077, 1.8182, 0.7968], [-0.4624, 0.9105, 1.2069], [-2.0656, 2.3624, -0.3646], [-1.7918, 1.0774, 1.6267], [2.8738, 1.2907, 0.1950], [3.9755, 1.2921, -0.6963], [0.1379, 1.4950, 0.0802], [1.5781, 1.5274, -0.3452], [-0.7218, 2.1264, -0.7447], [1.5034, 2.0907, -1.6127], [3.8001, 1.6397, -2.0635], [2.6232, 2.0942, -2.5088], [4.7414, 0.5854, 1.3577], [0.1148, 2.4141, -1.8352], [4.7715, 1.7543, -3.1698], [2.6759, 2.7721, -3.8579], [4.1407, 2.5621, -4.2408], [-2.2818, -3.4740, 2.4253], [-1.8685, -2.2888, 5.1594], [-2.7470, -3.4896, 4.1724], [-4.0193, 1.6355, 3.2215], [-3.6213, 2.0771, 1.1109], [0.2515, 0.2984, 1.7386], [-2.7266, 2.8870, -0.9574], [5.3444, 0.6712, 2.1140], [-0.2995, 2.5829, -2.8111], [5.6924, 2.1901, -2.8682], [4.9820, 0.7091, -3.5469], [2.4333, 3.8022, -3.6527], [1.9625, 2.4442, -4.6088], [4.5846, 3.5159, -4.4548], [4.2654, 2.0400, -5.1966], [-3.1526, -3.9357, 1.8054], [-2.1095, -2.4338, 2.1268], [-1.5258, -4.2556, 2.2381], [-0.7990, -2.3809, 5.1582], [-2.2836, -2.3202, 6.1396]],
  "mulliken_charge": [-0.65, -0.64, -0.69, -0.63, -0.35, -0.10, -0.08, 0.29, 0.34, -0.77, 0.21, -0.49, -0.07, -1.23, 0.56, 0.36, 0.06, 0.84, 0.00, -0.20, -0.90, 0.47, 0.76, -0.10, -0.12, -0.75, -0.98, -0.59, -0.65, -0.80, 1.25, 0.39, 0.28, 0.56, 0.49, 0.29, 0.31, 0.25, 0.29, 0.33, 0.40, 0.32, 0.25, 0.30, 0.04, 0.36, 0.36, 0.40],
  "homo_energy_ev": -8.3,
  "de_lowest_kcal_mol": 6.5,
  "gap_ev": 7.379,
  "e_lumo_ev": -0.89,
  "smiles": "CS(=O)(=O)Cc1nc(-c2ccc3[nH]c4c5c(c6c(c4c3c2)C(=O)NC6=O)CCC5)cs1",
  "multiplicity": 1
}

Number 1: E -86783.7493 eV. Number 2: E -6193.5679 eV. Number 3: E -62118.6138 eV. Number 4: E -115477.7918 eV. Number 5: E -9762.4773 eV. Number 6: E -57418.7543 eV.